Entry 1:
DFT (ωB97M-V/def2-TZVPD) results for a cluster of 14 separate species, C7H39NO13 in total in a non-equilibrium geometry.

Results
Frontier orbital gap: 9.02 eV
Maximum force: 0.058 hartree/bohr

Last column: Löwdin charge in e.
CARTESIAN COORDINATES (ANGSTROEM)
C -1.353 0.289 0.596  -0.24
C -2.082 0.698 -0.693  -0.18
C -2.238 -0.548 -1.577  -0.21
C 1.024 -4.136 -1.579  0.00
C 0.195 -3.472 -2.372  -0.18
C -0.882 -2.579 -1.855  -0.13
C -0.956 -1.259 -1.959  -0.11
N -0.422 1.312 1.116  0.01
H -2.141 0.292 1.367  0.11
H -0.861 -0.679 0.683  0.10
H -1.472 1.429 -1.210  0.07
H -3.068 1.101 -0.519  0.11
H -2.901 -1.251 -1.062  0.11
H -2.719 -0.307 -2.534  0.11
H 0.890 -4.079 -0.506  0.05
H 1.868 -4.692 -1.958  0.05
H 0.169 -3.615 -3.449  0.10
H -1.617 -3.125 -1.259  0.11
H -0.137 -0.565 -2.139  0.11
H 0.456 1.255 0.610  0.04
H -0.703 2.275 1.034  0.09
H 3.056 0.315 -0.968  0.04
H 1.899 -0.305 -0.051  0.01
O 2.150 0.362 -0.696  -0.05
H 1.041 3.010 -2.457  0.02
H 0.807 2.237 -3.715  0.00
O 0.347 2.840 -3.125  -0.08
H 4.439 1.383 2.781  0.04
H 3.170 0.922 3.392  0.03
O 3.546 1.698 2.949  -0.05
H -1.545 2.436 -4.535  0.03
H -1.611 1.512 -3.334  -0.02
O -1.738 1.534 -4.282  -0.06
H 1.488 -1.204 1.984  -0.02
H 2.806 -2.125 2.158  0.04
O 2.257 -1.628 1.557  -0.07
H 1.692 2.472 3.098  -0.02
H 0.249 2.390 3.489  0.00
O 1.056 2.865 3.710  -0.07
H -2.517 -0.429 4.956  0.05
H -1.944 -1.814 4.831  0.02
O -1.684 -0.909 5.007  -0.04
H 1.614 0.648 -5.205  0.06
H 3.042 1.093 -4.843  0.05
O 2.115 1.289 -4.692  -0.03
H -1.189 3.238 -2.206  -0.01
H -2.399 3.982 -2.709  0.04
O -2.109 3.453 -1.959  -0.08
H -2.253 -3.030 3.050  -0.02
H -3.569 -2.727 2.385  0.02
O -3.208 -3.214 3.116  -0.07
H -0.082 -2.474 2.018  0.02
H 0.146 -3.426 3.235  0.06
O -0.502 -3.084 2.628  -0.03
H 1.724 2.701 -0.376  0.03
H 3.169 3.167 -0.840  0.06
O 2.262 3.024 -1.098  -0.04
H 0.325 -0.482 4.069  0.04
H 0.109 0.161 2.679  0.01
O 0.789 -0.228 3.261  -0.07

***

Entry 2:
DFT (ωB97M-V/def2-TZVPD) results for the ion C4H8N with charge +1 in a non-equilibrium geometry.

Results
Frontier orbital gap: 13.50 eV
Net charge: +1
Maximum force: 0.095 hartree/bohr

Last column: Löwdin charge in e.
CARTESIAN COORDINATES (ANGSTROEM)
C 0.173 1.219 1.025  0.02
N -0.105 0.206 0.055  -0.18
C 0.427 0.004 -1.256  -0.01
C 0.386 -1.091 -0.333  -0.06
C -1.063 -0.848 0.055  0.03
H 0.387 0.785 2.089  0.15
H 1.172 1.556 0.737  0.10
H -0.590 2.114 1.125  0.16
H 1.414 0.308 -1.403  0.13
H -0.120 -0.134 -2.182  0.15
H 1.190 -1.914 0.024  0.23
H -1.660 -0.887 -0.826  0.12
H -1.610 -1.318 0.891  0.16

***

Entry 3:
DFT (ωB97M-V/def2-TZVPD) results for a cluster of 2 separate species, C7H15NO6Si in total.

Results
Frontier orbital gap: 9.57 eV
Maximum force: 0.015 hartree/bohr

Last column: Löwdin charge in e.
CARTESIAN COORDINATES (ANGSTROEM)
O -7.250 0.753 0.749  0.02
C -6.412 0.066 0.221  -0.35
C -5.131 0.599 -0.357  -0.27
Si -4.263 1.819 0.790  0.71
C -2.428 1.386 0.834  -0.35
O -1.898 1.205 -0.499  -0.20
N -1.048 0.042 -0.637  0.00
O -1.613 -0.944 -0.387  0.07
H -6.570 -1.031 0.139  0.12
H -5.397 1.119 -1.293  0.10
H -4.447 -0.218 -0.626  0.07
H -4.450 3.215 0.348  -0.03
H -4.751 1.677 2.178  -0.02
H -1.842 2.174 1.332  0.08
H -2.307 0.465 1.427  0.07
C 2.293 -0.742 -1.960  -0.07
C 2.515 -1.731 -0.840  -0.21
O 3.916 -1.879 -0.530  0.04
C 4.431 -0.927 0.246  -0.61
O 3.830 -0.002 0.735  0.12
O 5.732 -1.173 0.406  0.00
C 6.420 -0.223 1.227  -0.04
H 2.866 -1.026 -2.843  0.08
H 1.235 -0.722 -2.222  0.06
H 2.588 0.261 -1.655  0.08
H 2.199 -2.733 -1.124  0.12
H 1.983 -1.435 0.064  0.12
H 5.924 -0.121 2.191  0.10
H 6.453 0.749 0.737  0.10
H 7.422 -0.621 1.350  0.09

***

Entry 4:
DFT (ωB97M-V/def2-TZVPD) results for a cluster of 12 separate species, C22H68N10O12 in total in a non-equilibrium geometry.

Results
Frontier orbital gap: 7.12 eV
Maximum force: 0.225 hartree/bohr

Last column: Löwdin charge in e.
CARTESIAN COORDINATES (ANGSTROEM)
N -13.855 3.390 21.307  0.21
C -13.357 2.177 21.192  -0.58
N -12.037 2.287 21.228  0.14
O -14.148 1.098 21.151  -0.06
H -14.845 3.660 21.224  0.11
H -13.248 4.152 21.447  0.02
H -11.471 1.405 21.176  0.16
H -11.480 3.160 21.105  0.03
N -15.128 9.422 20.201  0.17
C -16.401 9.050 20.140  -0.58
N -16.599 8.143 19.219  0.14
O -17.477 9.541 20.826  -0.08
H -14.904 10.186 20.907  0.10
H -14.350 9.046 19.623  0.07
H -17.588 8.146 18.855  0.17
H -15.873 7.689 18.686  0.10
N -11.487 5.007 23.920  0.12
C -11.799 6.129 24.551  -0.62
N -11.082 7.150 24.138  0.17
O -12.769 6.210 25.465  -0.04
H -11.978 4.166 24.264  0.09
H -10.468 4.828 23.664  0.17
H -11.218 8.017 24.584  0.08
H -10.792 7.318 23.123  0.14
N -18.031 5.905 20.011  0.17
C -18.677 6.061 21.111  -0.66
N -18.849 7.312 21.407  0.16
O -19.255 5.038 21.822  -0.13
H -17.624 4.993 20.046  0.05
H -17.425 6.684 19.757  0.04
H -19.365 7.534 22.248  0.12
H -18.273 8.074 20.994  0.04
N -12.338 5.643 21.467  0.15
C -11.711 5.239 20.369  -0.55
N -10.694 4.458 20.660  0.13
O -12.267 5.456 19.140  -0.06
H -13.275 6.050 21.422  0.08
H -11.949 5.460 22.448  0.06
H -10.304 3.816 19.875  0.20
H -10.205 4.403 21.519  0.10
C -13.112 12.633 20.364  -0.03
C -14.246 12.483 21.372  -0.64
C -15.618 12.667 20.707  -0.03
O -14.233 11.413 22.031  -0.07
H -13.367 13.173 19.466  0.07
H -12.826 11.643 20.081  0.05
H -12.255 13.198 20.819  0.09
H -14.131 13.232 22.195  0.15
H -16.373 12.692 21.500  0.09
H -15.872 11.854 20.015  0.07
H -15.658 13.694 20.293  0.09
H -13.407 11.383 22.627  0.12
C -17.196 2.101 22.501  -0.05
C -17.564 1.099 21.448  -0.62
C -19.035 1.304 20.975  0.01
O -16.774 1.016 20.495  0.00
H -17.756 1.898 23.410  0.09
H -17.482 3.129 22.267  0.05
H -16.111 2.240 22.820  0.08
H -17.434 0.184 21.987  0.13
H -19.630 1.689 21.803  0.09
H -19.448 0.445 20.519  0.06
H -19.119 1.970 20.161  0.06
H -15.883 0.730 20.771  0.10
C -13.852 0.826 24.710  -0.02
C -13.504 2.293 24.476  -0.69
C -13.753 3.045 25.734  -0.04
O -12.330 2.384 24.082  -0.01
H -12.969 0.268 25.138  0.11
H -13.888 0.376 23.777  0.03
H -14.775 0.554 25.187  0.08
H -14.180 2.708 23.717  0.11
H -14.850 3.085 25.706  0.09
H -13.464 4.124 25.753  0.06
H -13.429 2.482 26.645  0.10
H -12.370 2.153 23.132  0.08
C -15.056 5.550 23.356  -0.01
C -15.191 6.880 22.578  -0.61
C -14.324 8.036 23.240  -0.02
O -14.902 6.791 21.393  -0.03
H -15.274 5.651 24.447  0.11
H -14.083 5.029 23.318  0.04
H -15.791 4.855 22.819  0.10
H -16.184 7.223 22.731  0.13
H -14.860 9.083 23.162  0.11
H -13.358 8.067 22.675  0.05
H -14.141 7.837 24.299  0.06
H -15.002 7.661 20.937  0.08
C -17.201 2.921 17.725  0.02
C -16.201 3.398 18.816  -0.57
C -15.408 4.711 18.578  -0.02
O -16.758 3.578 19.929  -0.06
H -17.792 2.217 18.229  0.05
H -16.698 2.544 16.908  0.05
H -17.789 3.761 17.396  0.08
H -15.405 2.630 18.881  0.14
H -15.991 5.627 18.438  0.05
H -14.882 4.626 17.624  0.09
H -14.774 4.974 19.406  0.04
H -16.966 2.672 20.219  0.06
C -12.678 8.674 18.551  -0.13
O -13.633 7.691 18.881  -0.15
H -12.040 9.042 19.284  0.05
H -13.217 9.554 18.171  0.10
H -11.984 8.259 17.790  0.11
H -13.120 6.904 18.879  0.00
C -11.363 10.151 22.788  -0.12
O -11.643 11.565 23.006  -0.12
H -11.268 9.924 21.764  0.07
H -12.130 9.623 23.347  0.06
H -10.428 9.932 23.280  0.08
H -10.956 11.880 22.383  0.10

***

Entry 5:
DFT (ωB97M-V/def2-TZVPD) results for the molecule C21H24N4O3S2 in a non-equilibrium geometry.

Results
Frontier orbital gap: 9.07 eV
Maximum force: 0.033 hartree/bohr

Last column: Löwdin charge in e.
CARTESIAN COORDINATES (ANGSTROEM)
C 1.924 7.385 -0.785  -0.11
C 1.939 6.617 0.537  -0.25
C 1.362 5.261 0.374  -0.60
N 0.293 4.852 0.955  -0.01
N -0.053 3.603 0.657  0.01
C 0.761 3.039 -0.171  -0.58
N 0.624 1.755 -0.611  0.12
C 1.593 1.117 -1.336  -0.47
O 2.598 1.685 -1.702  0.01
C 1.298 -0.345 -1.577  -0.04
C 1.313 -1.147 -0.253  -0.23
C -0.111 -1.580 0.152  -0.16
N -0.989 -0.446 0.329  -0.31
C -1.163 0.060 1.670  -0.08
S -2.356 -0.388 -0.643  0.67
O -1.966 -0.931 -1.912  -0.28
O -2.831 0.959 -0.586  -0.27
C -3.539 -1.476 0.142  -0.27
C -3.548 -2.819 -0.184  -0.06
C -4.430 -3.664 0.468  -0.06
C -5.285 -3.158 1.435  -0.07
C -5.270 -1.808 1.748  -0.06
C -4.390 -0.958 1.099  -0.06
C 2.175 -2.380 -0.366  -0.21
C 3.184 -2.626 0.554  -0.03
C 3.967 -3.764 0.456  -0.08
C 3.747 -4.671 -0.565  -0.09
C 2.741 -4.435 -1.487  -0.08
C 1.960 -3.298 -1.388  -0.04
S 2.100 4.046 -0.670  1.14
H 2.507 6.857 -1.536  0.06
H 2.347 8.376 -0.647  0.07
H 0.904 7.489 -1.148  0.08
H 1.352 7.145 1.290  0.11
H 2.969 6.528 0.892  0.11
H -0.226 1.259 -0.359  0.10
H 0.322 -0.439 -2.057  0.11
H 2.066 -0.724 -2.252  0.13
H 1.717 -0.514 0.544  0.14
H -0.068 -2.180 1.069  0.14
H -0.526 -2.194 -0.648  0.11
H -1.782 0.953 1.608  0.09
H -1.641 -0.676 2.329  0.09
H -0.195 0.335 2.088  0.10
H -2.884 -3.178 -0.954  0.11
H -4.453 -4.714 0.220  0.11
H -5.973 -3.819 1.941  0.11
H -5.944 -1.417 2.495  0.11
H -4.364 0.100 1.304  0.12
H 3.365 -1.919 1.351  0.11
H 4.752 -3.939 1.177  0.10
H 4.359 -5.558 -0.644  0.10
H 2.566 -5.139 -2.287  0.10
H 1.182 -3.117 -2.115  0.12

***

Entry 6:
DFT (ωB97M-V/def2-TZVPD) results for a cluster of 2 separate species, C5H5NOS in total in a non-equilibrium geometry.

Results
Frontier orbital gap: 9.58 eV
Maximum force: 0.075 hartree/bohr

Last column: Löwdin charge in e.
CARTESIAN COORDINATES (ANGSTROEM)
C 1.979 -0.328 -1.451  0.17
C 1.222 0.160 -0.651  -0.06
C 0.504 0.964 0.219  -0.49
C 1.087 0.975 1.653  0.00
O -0.591 1.435 -0.004  0.08
H 2.108 -0.639 -2.437  0.03
H 0.954 -0.102 1.929  0.11
H 0.564 1.684 2.159  0.04
H 2.183 1.217 1.721  0.10
N -2.501 -0.584 -1.067  0.13
C -2.276 -1.660 -0.595  -0.88
S -1.930 -3.159 -0.232  0.65
H -3.302 0.037 -1.244  0.11

***

Entry 7:
DFT (ωB97M-V/def2-TZVPD) results for a structure of composition C8H22N8O12Zn2 in a non-equilibrium geometry.

Results
Frontier orbital gap: 3.74 eV
Maximum force: 0.187 hartree/bohr

Last column: Löwdin charge in e.
CARTESIAN COORDINATES (ANGSTROEM)
Zn 3.935 -8.661 10.793  0.38
Zn 2.331 -11.787 14.306  0.46
C 2.122 -12.275 10.471  -0.87
O 1.749 -11.250 11.021  0.13
O 2.298 -13.124 11.361  0.13
O 3.220 -11.909 10.056  0.20
C 4.011 -8.275 14.799  -0.85
O 3.001 -8.752 15.303  0.08
O 3.703 -7.527 13.890  0.20
O 4.594 -9.103 14.041  0.15
C -1.907 -5.285 13.759  -0.82
O -3.081 -5.020 13.930  0.03
N -0.968 -4.692 14.327  0.17
N -1.500 -6.286 12.987  0.15
H -1.078 -4.099 15.137  0.13
H -0.020 -4.993 14.150  0.12
H -2.185 -6.797 12.449  0.11
H -0.634 -6.802 13.046  0.10
C -1.463 -12.068 18.052  -0.72
O -1.094 -12.323 16.874  -0.04
N -1.873 -12.928 18.970  0.16
N -1.750 -10.824 18.382  0.14
H -2.053 -12.553 19.890  0.11
H -1.794 -13.915 18.769  0.12
H -1.317 -10.120 17.801  0.12
H -2.076 -10.589 19.309  0.10
C 4.136 -10.579 22.140  -0.82
O 3.966 -11.733 22.082  0.10
N 4.279 -9.794 23.213  0.14
N 3.898 -9.774 21.158  0.14
H 4.362 -10.333 24.063  0.11
H 4.495 -8.809 23.157  0.10
H 3.133 -10.199 20.655  0.12
H 3.827 -8.795 21.398  0.10
C 11.186 -11.365 12.929  -0.88
O 10.787 -11.680 11.818  0.02
N 10.574 -10.617 13.660  0.19
N 12.293 -11.853 13.432  0.16
H 9.631 -10.417 13.360  0.15
H 11.016 -10.645 14.568  0.13
H 12.780 -12.495 12.823  0.12
H 12.738 -11.641 14.313  0.11
C 4.873 -1.706 16.784  -0.22
C 4.240 -1.290 15.419  -0.23
O 4.527 -2.193 14.342  -0.07
O 4.228 -2.912 17.235  -0.08
H 4.631 -0.929 17.509  0.11
H 5.960 -1.700 16.708  0.11
H 4.813 -0.424 15.089  0.11
H 3.234 -0.874 15.465  0.11
H 4.062 -3.029 14.422  0.08
H 4.052 -2.741 18.163  0.07

***

Entry 8:
DFT (ωB97M-V/def2-TZVPD) results for a structure of composition C4H7NO2.

Results
Frontier orbital gap: 8.47 eV
Maximum force: 0.010 hartree/bohr

Last column: Löwdin charge in e.
CARTESIAN COORDINATES (ANGSTROEM)
C 0.079 -0.773 1.393  -0.02
C 0.354 0.589 0.802  -0.38
C 1.183 0.708 -0.392  0.20
N -0.309 -0.298 -1.838  0.09
C -1.284 0.097 -1.072  -0.62
O -2.469 -0.049 -0.903  0.06
O -0.629 1.111 -0.107  -0.03
H -0.021 -1.524 0.606  0.09
H -0.849 -0.741 1.971  0.10
H 0.899 -1.057 2.059  0.09
H 0.525 1.352 1.565  0.16
H 1.663 -0.123 -0.881  0.09
H 1.473 1.707 -0.697  0.12
H -0.616 -1.000 -2.505  0.07

***

Entry 9:
DFT (ωB97M-V/def2-TZVPD) results for the molecule CH4O2SSi in a non-equilibrium geometry.

Results
Frontier orbital gap (spin up / spin down): 9.97 / 6.01 eV
Maximum force: 0.084 hartree/bohr

Last column: Löwdin charge in e.
CARTESIAN COORDINATES (ANGSTROEM)
C 1.105 0.928 -0.270  -0.09
O -2.635 -0.061 1.035  -0.53
O -1.004 -0.656 -0.608  -0.68
Si 0.691 -0.720 0.060  0.58
S -2.177 0.249 -0.318  0.78
H 0.453 1.779 -0.109  0.02
H 1.321 -1.879 -0.569  -0.03
H 1.969 1.368 -0.625  -0.02
H 0.276 -1.007 1.406  -0.03

***

Entry 10:
DFT (ωB97M-V/def2-TZVPD) results for a cluster of 5 separate species, C4H16O4 in total in a non-equilibrium geometry.

Results
Frontier orbital gap: 10.02 eV
Maximum force: 0.084 hartree/bohr

Last column: Löwdin charge in e.
CARTESIAN COORDINATES (ANGSTROEM)
C -1.224 -4.036 1.375  -0.03
C -1.219 -2.777 0.978  -0.26
C -1.198 -2.194 -0.342  -0.33
C -0.299 -1.021 -0.581  -0.14
H -1.498 -4.519 2.439  0.11
H -1.258 -4.741 0.524  0.05
H -1.323 -1.972 1.776  0.12
H -0.983 -2.883 -1.204  0.13
H -2.183 -1.638 -0.558  0.14
H -0.134 -0.756 -1.589  0.06
H -0.608 -0.352 0.273  0.08
H 0.676 -1.309 -0.231  0.07
O 2.096 6.813 0.117  -0.09
H 2.907 6.310 0.107  0.02
H 1.380 6.384 0.687  0.07
O -0.200 1.150 -7.490  -0.10
H -0.744 1.427 -6.743  0.02
H 0.385 0.625 -6.820  0.09
O 1.917 -0.405 4.758  -0.07
H 2.438 -0.681 5.467  -0.02
H 1.057 -0.013 5.129  0.08
O 0.356 2.197 0.794  -0.08
H 0.080 2.232 -0.185  0.08
H -0.421 2.159 1.314  0.00

***

Entry 11:
DFT (ωB97M-V/def2-TZVPD) results for a structure of composition C4H5CuNaO in a non-equilibrium geometry.

Results
Frontier orbital gap: 3.94 eV
Net charge: +1
Maximum force: 0.027 hartree/bohr

Last column: Löwdin charge in e.
CARTESIAN COORDINATES (ANGSTROEM)
C -1.105 -0.532 -2.717  -0.28
C -2.130 -1.158 -3.015  -0.19
H -3.035 -1.672 -3.298  -0.02
C 1.083 -3.049 -2.600  -0.03
C 2.067 -2.644 -1.573  -0.23
O 1.741 -2.152 -0.483  -0.08
Na -0.549 -1.259 -0.517  0.54
H 1.541 -3.660 -3.385  0.10
H 0.253 -3.597 -2.131  0.11
H 0.909 -2.013 -3.032  0.10
H 3.137 -2.839 -1.774  0.14
Cu 3.285 -1.631 1.285  0.84

***

Entry 12:
DFT (ωB97M-V/def2-TZVPD) results for a cluster of 2 separate species, C7H8Cl2Si in total in a non-equilibrium geometry.

Results
Frontier orbital gap: 9.46 eV
Maximum force: 0.109 hartree/bohr

Last column: Löwdin charge in e.
CARTESIAN COORDINATES (ANGSTROEM)
Cl 3.715 0.741 0.113  0.32
Si 1.945 -0.040 -0.421  -0.27
Cl 1.539 -1.652 0.644  0.40
C 0.506 1.152 -0.037  -0.31
C 0.348 2.424 -0.468  -0.13
C -0.886 2.995 -0.076  -0.08
C -1.596 2.064 0.603  -0.07
C -0.813 0.805 0.707  -0.19
H 1.986 -0.381 -1.732  -0.08
H 0.920 3.044 -1.079  0.09
H -1.214 3.970 -0.223  0.08
H -2.419 2.104 1.218  0.08
H -0.665 0.252 1.597  0.09
H -1.312 0.204 -0.039  0.13
C -0.500 -4.242 0.391  -0.03
C -0.730 -4.578 -0.763  0.03
H 0.015 -3.812 1.201  -0.04
H -0.837 -5.048 -1.639  -0.03